Here is C3H10N2S in the gas phase from the OMol25 dataset. Energies are from ωB97M-V/def2-TZVPD.

Values from the calculation:
total energy: -627.9822 Eh
SMILES: NC[C@H](N)CS
HOMO-LUMO gap: 9.91 eV
ΔE to the lowest compared entry with this formula, charge and spin: 7.8 kcal per mole

CARTESIAN COORDINATES (ANGSTROEM)
N -1.1265 -0.3941 -1.3743
C -0.3941 -0.6620 -0.1208
C 0.4070 0.5771 0.2668
S -0.6834 1.8571 1.0303
C 0.5024 -1.9047 -0.2963
N 1.9116 -1.5604 -0.4752
H -1.1284 0.5978 -1.5892
H -0.0503 2.8842 0.4594
H -2.1029 -0.6522 -1.2841
H -1.1553 -0.8703 0.6312
H 1.1925 0.3395 0.9737
H 0.8070 1.0371 -0.6417
H 0.1260 -2.4188 -1.1852
H 0.4422 -2.5455 0.5848
H 2.0542 -1.0485 -1.3392
H 2.4586 -2.4062 -0.5785